[1]
Density functional theory data (ωB97M-V/def2-TZVPD) for one molecule with the formula C7H11P in a non-equilibrium geometry.

Each line ends with the natural charge from an NBO analysis.
Cartesian coordinates (Å):
C (0.877, -1.065, -1.259)  -0.27
C (0.544, -1.769, -0.201)  -0.17
C (-0.614, 0.802, -1.139)  -0.39
C (-1.203, 0.595, 0.189)  -0.52
C (1.126, 0.830, 0.427)  -0.49
C (0.868, 0.468, -1.013)  -0.26
C (-0.066, 0.221, 1.086)  -0.13
P (-0.109, -0.847, 2.501)  0.39
H (1.164, -1.392, -2.253)  0.22
H (0.557, -2.776, 0.051)  0.18
H (-1.159, 0.289, -2.011)  0.22
H (-0.783, 1.818, -1.578)  0.21
H (-1.772, 1.569, 0.448)  0.22
H (-1.995, -0.152, 0.200)  0.23
H (2.097, 0.531, 0.946)  0.23
H (1.188, 1.871, 0.652)  0.23
H (1.384, 1.098, -1.696)  0.22
H (-0.855, -1.719, 1.720)  -0.03
H (-1.248, -0.372, 2.929)  -0.08

**Frontier orbital gap (spin up / spin down)**: 7.9 / 8.4 eV
**Highest occupied orbital energy (spin up / spin down)**: -7.66 / -8.11 eV
**E_LUMO (spin up / spin down)**: 0.00743 / 0.00974 Ha
**Spin multiplicity**: 1
**Molecular weight**: 126.14 g/mol

=====

[2]
Density functional theory data (ωB97M-V/def2-TZVPD) for a 2-piece molecular cluster, C11H14N2 overall in a non-equilibrium geometry.

Each line ends with the Mulliken spin population.
Cartesian coordinates (Å):
C (1.817, -2.518, 1.267)  0.01
C (1.457, -0.189, 1.391)  0.34
C (2.389, -1.203, 1.176)  0.29
C (3.613, 0.551, 1.443)  0.31
N (2.307, 0.977, 1.321)  -0.06
N (3.669, -0.812, 1.219)  -0.06
H (0.425, -0.133, 1.205)  0.09
H (2.078, 1.918, 1.392)  0.00
H (1.440, -2.764, 2.376)  0.06
H (2.403, -3.441, 0.991)  0.00
H (4.386, 1.223, 1.212)  0.02
H (0.897, -2.584, 0.700)  0.01
C (-1.391, -0.451, -3.250)  0.00
C (-1.048, 0.849, -1.113)  0.00
C (-1.850, 0.192, -1.959)  0.00
C (-1.487, 1.491, 0.124)  0.00
C (-3.236, 0.034, -1.589)  0.00
C (-2.781, 1.159, 0.593)  0.00
C (-3.686, 0.453, -0.329)  0.00
H (0.013, 0.774, -1.419)  0.00
H (-0.758, 2.230, 0.421)  0.00
H (-1.233, -1.513, -3.119)  0.00
H (-0.371, -0.131, -3.405)  0.00
H (-3.939, -0.504, -2.148)  0.00
H (-3.146, 1.473, 1.529)  0.00
H (-4.701, 0.322, -0.033)  0.00
H (-2.107, -0.225, -4.009)  0.00

**Frontier orbital gap (spin up / spin down)**: 7.3 / 3.9 eV
**⟨S²⟩**: 0.76
**Highest occupied orbital energy (spin up / spin down)**: -11.90 / -11.90 eV
**Charge**: +1
**E_LUMO (spin up / spin down)**: -0.16877 / -0.29336 Ha
**Spin multiplicity**: 2
**Molecular weight**: 174.25 g/mol

=====

[3]
Density functional theory data (ωB97M-V/def2-TZVPD) for a 2-piece molecular cluster, C7H13O overall in a non-equilibrium geometry.

Each line ends with the natural charge from an NBO analysis.
Cartesian coordinates (Å):
C (-2.976, 1.071, 0.480)  -0.01
O (-3.409, 1.203, -0.807)  -0.97
C (-1.733, 0.196, 0.669)  -0.41
C (-0.452, 0.695, -0.065)  -0.45
C (0.895, 0.329, 0.577)  -0.39
C (1.444, -1.015, -0.107)  -0.45
C (2.124, -0.544, -1.408)  -0.40
C (3.103, -0.890, -0.356)  -0.39
H (-2.663, 2.061, 0.956)  0.05
H (-3.744, 0.639, 1.102)  0.09
H (-1.920, -0.790, 0.279)  0.17
H (-1.664, 0.101, 1.813)  0.15
H (-0.647, 0.277, -1.124)  0.21
H (-0.617, 1.737, -0.195)  0.22
H (0.811, 0.216, 1.654)  0.20
H (1.749, 1.022, 0.317)  0.21
H (0.607, -1.617, -0.443)  0.26
H (1.584, -2.078, 0.990)  0.35
H (1.837, -1.236, -2.224)  0.18
H (3.580, -1.860, -0.349)  0.15
H (2.092, 0.485, -1.761)  0.24

**Frontier orbital gap**: 4.3 eV
**Highest occupied orbital energy**: -2.27 eV
**Charge**: -1
**E_LUMO**: 0.07551 Ha
**Spin multiplicity**: 1
**Molecular weight**: 113.18 g/mol

=====

[4]
Density functional theory data (ωB97M-V/def2-TZVPD) for one molecule with the formula C4H7NO2 in a non-equilibrium geometry.

Each line ends with the natural charge from an NBO analysis.
Cartesian coordinates (Å):
N (-0.019, -1.294, 1.249)  -0.85
C (-1.137, -0.626, 0.868)  0.68
O (-2.159, -0.561, 1.529)  -0.61
C (-0.993, 0.066, -0.477)  -0.52
C (0.179, 1.063, -0.521)  -0.50
C (1.502, 0.555, -0.928)  0.44
O (1.864, -0.595, -0.800)  -0.57
H (-0.027, -1.777, 2.132)  0.40
H (0.782, -1.346, 0.630)  0.42
H (-1.952, 0.552, -0.682)  0.25
H (-0.856, -0.711, -1.245)  0.24
H (-0.102, 1.983, -1.050)  0.24
H (0.718, 1.311, 0.459)  0.26
H (2.200, 1.381, -1.166)  0.12

**Frontier orbital gap**: 10.3 eV
**Structure (SMILES)**: NC(=O)CCC=O
**Highest occupied orbital energy**: -9.68 eV
**E_LUMO**: 0.02465 Ha
**Spin multiplicity**: 1
**Molecular weight**: 101.10 g/mol

=====

[5]
Density functional theory data (ωB97M-V/def2-TZVPD) for one molecule with the formula CH3O4P in a non-equilibrium geometry.

Each line ends with the Mulliken spin population.
Cartesian coordinates (Å):
C (0.031, -0.011, 0.058)  0.40
O (1.162, -2.535, 0.124)  0.10
O (2.750, 0.516, 1.271)  0.94
O (2.557, -0.699, -1.160)  0.12
O (1.894, -0.455, 1.352)  0.42
P (1.643, -1.195, -0.135)  -0.01
H (-0.541, -0.663, 0.647)  0.01
H (0.212, 0.916, 0.647)  -0.01
H (-0.324, 0.261, -1.083)  0.02

**Frontier orbital gap (spin up / spin down)**: 11.9 / 6.7 eV
**⟨S²⟩**: 2.01
**Highest occupied orbital energy (spin up / spin down)**: -11.34 / -11.20 eV
**E_LUMO (spin up / spin down)**: 0.02105 / -0.16371 Ha
**Spin multiplicity**: 3
**Molecular weight**: 110.00 g/mol

=====

[6]
Density functional theory data (ωB97M-V/def2-TZVPD) for a 2-piece molecular cluster, C5H11O2 overall in a non-equilibrium geometry.

Each line ends with the Mulliken spin population.
Cartesian coordinates (Å):
C (-2.351, -1.487, 1.893)  4.04
C (-1.398, -1.251, 0.700)  0.17
H (-2.051, -2.324, 2.532)  -0.87
H (-2.404, -0.644, 2.590)  -0.81
H (-3.376, -1.673, 1.539)  -0.91
H (-1.683, -0.340, 0.175)  -0.30
H (-1.484, -2.106, 0.029)  -0.11
H (-0.391, -1.137, 1.090)  -0.26
C (1.147, 1.175, -1.493)  -0.03
C (1.714, 2.086, -0.431)  0.15
C (1.628, -0.302, -1.440)  0.10
O (2.655, -0.520, -0.743)  -0.04
O (0.967, -1.129, -2.096)  -0.03
H (0.058, 1.127, -1.431)  0.00
H (1.400, 1.525, -2.500)  -0.02
H (1.281, 1.880, 0.548)  0.00
H (1.498, 3.141, -0.643)  -0.05
H (2.791, 1.980, -0.320)  -0.03

**Frontier orbital gap (spin up / spin down)**: 2.4 / 7.9 eV
**⟨S²⟩**: 0.75
**Highest occupied orbital energy (spin up / spin down)**: 4.01 / -1.56 eV
**Charge**: -2
**E_LUMO (spin up / spin down)**: 0.23672 / 0.23165 Ha
**Spin multiplicity**: 2
**Molecular weight**: 103.14 g/mol

=====

Energy relative to the best compared isomer or geometry (same formula, charge and spin): 3.772; 2.184; 6.636; 0.794; 1.656; 0.188 (eV)